{"formula": "C5H8O2", "method": "ωB97M-V/def2-TZVPD", "species": ["C", "C", "C", "C", "O", "C", "O", "H", "H", "H", "H", "H", "H", "H", "H"], "xyz": [[-0.861, 1.801, -0.798], [-0.385, 0.394, -0.756], [1.331, -0.877, 0.200], [0.003, -0.303, 0.558], [-0.398, 0.262, 1.766], [-0.003, -1.737, 0.200], [-0.290, -0.219, -1.802], [-0.799, 2.107, -1.845], [-0.310, 2.475, -0.141], [-1.907, 1.761, -0.484], [2.017, -1.326, 0.908], [1.876, -0.248, -0.513], [0.390, 0.401, 2.305], [0.080, -2.502, 0.962], [-0.744, -1.989, -0.560]], "forces_ev_per_a": [[-0.1, 0.2, 0.1], [-0.2, 0.0, -0.3], [0.1, -0.4, 0.0], [-0.1, 0.0, -0.4], [0.2, 0.1, 0.0], [0.2, -0.2, 0.0], [-0.1, 0.4, 0.3], [-0.1, 0.1, 0.3], [-0.1, -0.1, 0.0], [0.0, 0.3, 0.1], [-0.3, 0.3, 0.5], [-0.3, -1.1, -0.5], [-0.2, 0.0, -0.1], [0.0, 0.3, 0.3], [1.1, -0.1, -0.4]], "e_tot_ha": -345.72165, "relative_energy_kcal_mol": 52.3, "orbital_gap_ev": 10.085, "e_homo_ev": -9.344, "smiles": "CC(=O)C1(O)CC1", "e_lumo_ev": 0.74}



{"formula": "C5H8O2", "method": "ωB97M-V/def2-TZVPD", "species": ["C", "C", "O", "C", "C", "C", "O", "H", "H", "H", "H", "H", "H", "H", "H"], "xyz": [[-1.994, -0.775, 0.342], [-1.007, 0.347, 0.134], [-1.277, 1.283, -0.591], [0.329, 0.277, 0.864], [1.452, -0.192, -0.077], [1.543, 0.673, -1.327], [2.399, 0.522, -2.165], [-2.619, -0.506, 1.203], [-2.639, -0.862, -0.535], [-1.509, -1.730, 0.563], [0.759, 1.454, -1.419], [0.563, 1.286, 1.220], [0.260, -0.386, 1.734], [2.422, -0.153, 0.436], [1.317, -1.239, -0.382]], "forces_ev_per_a": [[-0.1, -0.1, 0.0], [-0.1, 0.2, -0.1], [0.1, -0.3, 0.3], [0.0, 0.1, 0.1], [0.0, 0.0, 0.0], [0.3, -0.1, -0.2], [-0.3, 0.0, 0.3], [0.1, -0.1, -0.1], [0.1, 0.0, 0.1], [0.0, 0.1, 0.0], [0.4, -0.1, -0.1], [-0.1, -0.1, 0.0], [0.0, 0.1, -0.2], [-0.2, 0.0, -0.1], [0.0, 0.2, 0.0]], "e_tot_ha": -345.77873, "relative_energy_kcal_mol": 16.5, "orbital_gap_ev": 10.236, "e_homo_ev": -9.535, "smiles": "CC(=O)CCC=O", "e_lumo_ev": 0.70}



{"formula": "C5H8O2", "method": "ωB97M-V/def2-TZVPD", "species": ["O", "C", "C", "C", "O", "C", "C", "H", "H", "H", "H", "H", "H", "H", "H"], "xyz": [[2.445, 0.395, 0.516], [1.036, 0.360, 0.515], [0.076, 1.284, -0.360], [-0.978, 0.268, -0.105], [-1.999, 0.632, 0.703], [-0.764, -0.992, -0.801], [0.384, -0.933, 0.172], [2.751, -0.253, -0.129], [0.768, 0.685, 1.530], [-0.143, 2.282, 0.033], [0.391, 1.341, -1.407], [-2.522, -0.152, 0.917], [-1.482, -1.746, -0.448], [-0.654, -1.040, -1.888], [0.737, -1.860, 0.640]], "forces_ev_per_a": [[0.2, 0.2, -0.6], [-0.4, 0.4, -0.1], [0.5, -0.1, 0.2], [0.2, -0.3, 0.1], [-0.1, -0.3, 0.0], [-0.2, 0.0, -0.3], [-0.1, 0.0, 0.4], [0.0, 0.1, 0.0], [0.2, -0.2, 0.0], [0.1, -0.3, 0.0], [-0.1, 0.0, 0.2], [-0.1, 0.1, 0.0], [0.2, 0.0, -0.3], [0.0, 0.1, -0.1], [-0.7, 0.4, 0.5]], "e_tot_ha": -345.67416, "relative_energy_kcal_mol": 82.1, "orbital_gap_ev": 8.246, "e_homo_ev": -7.586, "smiles": "O[C@H]1C[C@@]2(O)C[C@@H]12", "e_lumo_ev": 0.66}



{"formula": "C5H8O2", "method": "ωB97M-V/def2-TZVPD", "species": ["C", "C", "C", "C", "O", "C", "O", "H", "H", "H", "H", "H", "H", "H", "H"], "xyz": [[-2.131, -0.100, -0.837], [-1.065, -0.285, 0.257], [0.219, 0.586, 0.187], [1.350, -0.160, 0.757], [1.271, -0.814, 1.778], [2.668, 0.007, 0.048], [2.895, 0.874, -0.759], [-2.529, 0.919, -0.867], [-2.974, -0.782, -0.650], [-1.761, -0.341, -1.843], [-0.716, -1.330, 0.206], [-1.515, -0.200, 1.246], [0.393, 1.065, -0.781], [0.546, 1.372, 0.947], [3.350, -0.811, 0.311]], "forces_ev_per_a": [[0.1, 0.1, 0.0], [0.0, 0.1, 0.3], [0.1, 0.4, 0.3], [0.0, -0.7, -0.1], [0.4, 0.0, -0.6], [0.5, 0.0, -0.4], [0.0, -0.4, 0.5], [0.1, -0.1, 0.0], [0.3, 0.2, 0.0], [0.1, 0.1, 0.3], [-0.1, 0.3, 0.0], [-0.1, 0.1, -0.1], [0.2, -0.4, 0.1], [-2.0, 0.4, -0.5], [0.6, 0.1, 0.0]], "e_tot_ha": -345.74550, "relative_energy_kcal_mol": 37.3, "orbital_gap_ev": 9.277, "e_homo_ev": -9.734, "smiles": "CCCC(=O)C=O", "e_lumo_ev": -0.46}



{"formula": "C5H8O2", "method": "ωB97M-V/def2-TZVPD", "species": ["C", "C", "C", "C", "O", "C", "O", "H", "H", "H", "H", "H", "H", "H", "H"], "xyz": [[-2.036, -0.320, -0.214], [-0.910, -0.728, 0.723], [0.948, 1.309, -0.977], [0.995, 0.504, 0.079], [-0.020, 0.343, 0.994], [2.264, -0.201, 0.423], [3.183, -0.330, -0.356], [-2.580, 0.532, 0.198], [-2.738, -1.157, -0.328], [-1.648, -0.065, -1.207], [-0.365, -1.576, 0.284], [-1.316, -1.026, 1.692], [1.824, 1.305, -1.620], [0.095, 1.949, -1.166], [2.304, -0.539, 1.476]], "forces_ev_per_a": [[0.0, -0.1, 0.0], [-0.4, -0.4, -0.3], [0.1, -0.2, 0.2], [-0.3, 0.0, -0.1], [0.5, 0.5, 0.1], [0.4, 0.1, -0.5], [-0.4, -0.1, 0.6], [0.1, 0.0, -0.1], [0.1, 0.2, 0.0], [-0.1, 0.0, 0.2], [0.0, 0.1, 0.2], [0.1, 0.0, -0.1], [-0.2, 0.3, 0.1], [0.1, -0.1, -0.1], [0.1, -0.2, -0.1]], "e_tot_ha": -345.74308, "relative_energy_kcal_mol": 38.8, "orbital_gap_ev": 10.038, "e_homo_ev": -9.878, "smiles": "C=C(C=O)OCC", "e_lumo_ev": 0.16}



{"formula": "C5H8O2", "method": "ωB97M-V/def2-TZVPD", "species": ["O", "C", "C", "C", "O", "C", "C", "H", "H", "H", "H", "H", "H", "H", "H"], "xyz": [[-0.270, 1.755, 0.553], [0.561, 1.324, -0.504], [1.006, -0.140, -0.420], [-0.201, -1.071, -0.389], [0.245, -2.407, -0.287], [-1.199, -0.706, 0.642], [-1.182, 0.651, 1.067], [-0.337, 0.569, 1.763], [1.447, 1.971, -0.534], [-0.011, 1.482, -1.425], [1.599, -0.323, 0.485], [1.643, -0.378, -1.277], [-0.768, -0.932, -1.338], [-0.467, -2.904, 0.140], [-2.069, 1.108, 1.525]], "forces_ev_per_a": [[-0.9, 0.0, -0.7], [0.0, -0.1, -0.5], [0.1, 0.1, 0.1], [0.0, 0.4, 0.1], [-0.2, -0.2, 0.0], [0.3, 0.4, -0.1], [0.9, 1.0, -0.3], [-0.6, -1.7, 1.7], [-0.3, -0.1, 0.1], [0.2, -0.1, -0.3], [-0.1, 0.1, -0.1], [-0.1, 0.1, 0.1], [0.0, 0.1, 0.2], [0.1, 0.1, 0.0], [0.5, -0.1, -0.2]], "e_tot_ha": -345.62387, "relative_energy_kcal_mol": 113.6, "orbital_gap_ev": 8.863, "e_homo_ev": -8.954, "e_lumo_ev": -0.09}



{"formula": "C5H8O2", "method": "ωB97M-V/def2-TZVPD", "species": ["O", "C", "O", "C", "C", "C", "C", "H", "H", "H", "H", "H", "H", "H", "H"], "xyz": [[1.411, 1.514, -2.256], [0.652, 1.478, -1.324], [-0.026, 2.551, -0.882], [0.333, 0.195, -0.611], [0.028, 0.151, 0.906], [-0.330, -1.216, 1.409], [-0.871, -2.182, 0.682], [0.242, 3.327, -1.405], [-0.558, -0.191, -1.107], [1.165, -0.473, -0.817], [0.891, 0.522, 1.445], [-0.726, 0.919, 1.002], [0.051, -1.425, 2.407], [-1.195, -1.941, -0.325], [-1.067, -3.232, 0.876]], "forces_ev_per_a": [[0.0, 0.3, 0.0], [0.2, -0.2, 0.0], [-0.1, 0.3, 0.2], [0.0, -0.7, 0.5], [0.2, 0.9, -1.2], [0.5, -0.5, 0.3], [-0.4, 0.1, -1.0], [0.0, -0.3, 0.0], [0.1, -0.1, -0.3], [-0.1, -0.1, -0.3], [0.2, 0.0, 0.2], [-0.6, 0.0, 0.7], [-0.3, -0.1, 0.0], [0.1, 0.1, -0.1], [0.2, 0.3, 0.8]], "e_tot_ha": -345.78295, "relative_energy_kcal_mol": 13.8, "orbital_gap_ev": 10.667, "e_homo_ev": -9.945, "smiles": "C=CCCC(=O)O", "e_lumo_ev": 0.72}



{"formula": "C5H8O2", "method": "ωB97M-V/def2-TZVPD", "species": ["C", "C", "C", "C", "C", "O", "O", "H", "H", "H", "H", "H", "H", "H", "H"], "xyz": [[2.598, -0.075, -0.106], [-0.024, 0.602, 0.396], [-0.368, 1.960, -0.056], [-0.556, -1.831, -0.005], [-1.065, -0.404, 0.163], [2.263, -0.085, -1.203], [3.003, -0.111, 0.964], [0.390, 2.209, -0.803], [-0.213, 2.663, 0.763], [-1.364, 2.098, -0.496], [-0.096, -1.945, -0.984], [-1.372, -2.547, 0.077], [0.189, -2.055, 0.754], [-1.572, -0.323, 1.141], [-1.814, -0.154, -0.605]], "forces_ev_per_a": [[0.0, -0.2, 0.5], [-0.1, 0.0, 0.0], [-0.4, -0.2, 0.1], [-0.1, 0.0, 0.1], [0.3, 0.0, -0.3], [-0.5, 0.1, -1.8], [0.7, 0.0, 1.4], [0.1, 0.1, -0.1], [0.1, 0.1, 0.0], [0.0, 0.1, 0.0], [0.0, 0.0, 0.0], [0.0, -0.1, 0.0], [0.1, 0.0, 0.1], [-0.1, 0.1, 0.1], [0.0, 0.1, 0.1]], "e_tot_ha": -345.70268, "relative_energy_kcal_mol": 64.2, "orbital_gap_ev": 8.616, "e_homo_ev": -8.363, "e_lumo_ev": 0.25}



{"formula": "C5H8O2", "method": "ωB97M-V/def2-TZVPD", "species": ["C", "C", "C", "C", "C", "O", "O", "H", "H", "H", "H", "H", "H", "H", "H"], "xyz": [[-1.263, 0.714, -1.333], [-0.327, -0.578, 1.734], [0.133, 0.965, -0.413], [0.014, -0.227, 0.343], [1.018, -0.612, -0.607], [2.230, -1.065, -0.111], [0.573, 2.107, -0.268], [2.519, -0.493, 0.615], [0.896, -0.928, -1.636], [-2.022, 1.323, -0.848], [-1.640, -0.297, -1.478], [-0.940, 1.128, -2.287], [0.598, -0.724, 2.303], [-0.910, 0.211, 2.213], [-0.879, -1.522, 1.771]], "forces_ev_per_a": [[2.1, 0.8, -1.3], [1.1, 0.1, 0.5], [-3.9, 0.9, -0.6], [1.5, 0.1, -0.2], [0.2, -1.7, 1.5], [-0.2, -0.1, -0.2], [-0.1, -0.7, 0.4], [-0.2, -0.2, -0.2], [-0.3, 0.6, 0.1], [0.2, 0.1, 0.1], [0.3, 0.0, 0.2], [-0.7, 0.2, -0.3], [-0.2, -0.1, 0.3], [0.1, -0.1, -0.1], [0.1, 0.1, -0.2]], "e_tot_ha": -345.62735, "relative_energy_kcal_mol": 111.5, "orbital_gap_ev": [7.673, 7.678], "e_homo_ev": [-7.936, -7.937], "e_lumo_ev": [-0.26, -0.26]}



{"formula": "C5H8O2", "method": "ωB97M-V/def2-TZVPD", "species": ["O", "C", "C", "C", "O", "C", "C", "H", "H", "H", "H", "H", "H", "H", "H"], "xyz": [[0.213, 1.709, 1.427], [-0.847, 1.233, 0.632], [-0.411, 0.779, -0.760], [0.571, -0.396, -0.766], [1.767, 0.036, -0.115], [0.014, -1.600, -0.121], [-0.428, -2.598, 0.389], [0.969, 1.125, 1.263], [-1.553, 2.064, 0.521], [-1.389, 0.411, 1.129], [0.070, 1.612, -1.286], [-1.295, 0.480, -1.336], [0.802, -0.651, -1.811], [2.349, -0.727, -0.004], [-0.833, -3.478, 0.839]], "forces_ev_per_a": [[0.2, -0.1, 0.1], [-0.4, -0.1, -0.2], [0.0, 0.0, 0.0], [-0.2, 0.0, -0.2], [0.2, -0.2, 0.0], [-0.2, -0.4, 0.2], [0.2, 0.4, -0.2], [-0.1, 0.2, 0.1], [0.1, -0.1, 0.0], [0.1, 0.1, 0.0], [0.0, -0.1, 0.1], [0.1, 0.1, 0.1], [0.0, 0.0, 0.2], [-0.1, 0.1, 0.0], [0.1, 0.2, -0.1]], "e_tot_ha": -345.71621, "relative_energy_kcal_mol": 55.7, "orbital_gap_ev": 10.591, "e_homo_ev": -9.905, "smiles": "C#C[C@H](O)CCO", "e_lumo_ev": 0.69}



{"formula": "C5H8O2", "method": "ωB97M-V/def2-TZVPD", "species": ["O", "C", "C", "C", "O", "C", "C", "H", "H", "H", "H", "H", "H", "H", "H"], "xyz": [[-0.285, -1.515, -1.627], [-0.167, -0.517, -0.668], [1.088, -0.649, 0.204], [0.834, 0.397, 1.279], [0.949, 1.645, 0.836], [-1.294, -0.026, 0.187], [-0.793, 0.827, -0.768], [-0.851, -1.200, -2.342], [1.127, -1.667, 0.607], [2.002, -0.429, -0.349], [1.119, 0.259, 2.322], [-0.464, 0.163, 1.314], [-2.263, -0.335, 0.550], [-1.241, 1.435, -1.537], [0.240, 1.613, -0.009]], "forces_ev_per_a": [[-0.1, 0.0, -0.2], [0.2, 0.2, 0.3], [0.0, 0.0, 0.1], [-0.3, -0.3, 0.1], [-0.2, -0.1, -0.5], [-0.2, 0.0, -0.6], [-0.5, -0.4, -0.3], [0.1, 0.0, 0.1], [0.0, 0.2, 0.0], [0.0, 0.0, 0.0], [0.0, 0.0, -0.2], [0.5, 0.1, 0.5], [0.0, 0.0, 0.0], [0.1, 0.1, 0.0], [0.5, 0.3, 0.5]], "e_tot_ha": -345.62593, "relative_energy_kcal_mol": 112.3, "orbital_gap_ev": 9.318, "e_homo_ev": -8.692, "e_lumo_ev": 0.63}



{"formula": "C5H8O2", "method": "ωB97M-V/def2-TZVPD", "species": ["C", "C", "C", "C", "C", "H", "H", "H", "H", "H", "H", "H", "H", "O", "O"], "xyz": [[0.798, 1.066, 1.582], [-0.441, 0.740, -0.302], [-0.304, -0.268, -1.437], [-0.557, -1.578, -0.546], [0.065, -0.557, 0.384], [0.315, 1.884, 2.234], [1.843, 1.033, 1.823], [-1.526, 1.237, -0.358], [-1.104, -0.121, -2.031], [0.819, -0.079, -1.801], [-1.583, -1.794, -0.593], [-0.037, -2.520, -0.827], [1.036, -0.439, -0.132], [0.503, 1.554, 0.195], [0.175, -0.160, 1.808]], "forces_ev_per_a": [[-2.1, 2.5, 1.3], [-2.7, -2.1, 0.8], [4.0, 0.1, -1.3], [1.9, 0.8, -0.8], [-1.2, 1.1, 1.5], [0.7, -1.4, -0.6], [0.8, 0.0, -0.7], [2.1, -1.4, 0.9], [-2.0, 0.4, -3.1], [-2.8, -1.0, -0.4], [-1.5, 0.1, 0.6], [0.1, 0.9, 0.4], [0.5, -0.9, 1.9], [2.0, 1.8, 0.9], [0.3, -0.9, -1.4]], "e_tot_ha": -345.60883, "relative_energy_kcal_mol": 123.1, "orbital_gap_ev": 10.257, "e_homo_ev": -9.107, "e_lumo_ev": 1.15}



Repeat the ninth record exactly.
{"formula": "C5H8O2", "method": "ωB97M-V/def2-TZVPD", "species": ["C", "C", "C", "C", "C", "O", "O", "H", "H", "H", "H", "H", "H", "H", "H"], "xyz": [[-1.263, 0.714, -1.333], [-0.327, -0.578, 1.734], [0.133, 0.965, -0.413], [0.014, -0.227, 0.343], [1.018, -0.612, -0.607], [2.230, -1.065, -0.111], [0.573, 2.107, -0.268], [2.519, -0.493, 0.615], [0.896, -0.928, -1.636], [-2.022, 1.323, -0.848], [-1.640, -0.297, -1.478], [-0.940, 1.128, -2.287], [0.598, -0.724, 2.303], [-0.910, 0.211, 2.213], [-0.879, -1.522, 1.771]], "forces_ev_per_a": [[2.1, 0.8, -1.3], [1.1, 0.1, 0.5], [-3.9, 0.9, -0.6], [1.5, 0.1, -0.2], [0.2, -1.7, 1.5], [-0.2, -0.1, -0.2], [-0.1, -0.7, 0.4], [-0.2, -0.2, -0.2], [-0.3, 0.6, 0.1], [0.2, 0.1, 0.1], [0.3, 0.0, 0.2], [-0.7, 0.2, -0.3], [-0.2, -0.1, 0.3], [0.1, -0.1, -0.1], [0.1, 0.1, -0.2]], "e_tot_ha": -345.62735, "relative_energy_kcal_mol": 111.5, "orbital_gap_ev": [7.673, 7.678], "e_homo_ev": [-7.936, -7.937], "e_lumo_ev": [-0.26, -0.26]}